No. 1
ORCA calculation (the ωB97M-V functional and the def2-TZVPD basis) on an isolated molecule of CH5ClNOPS at a distorted geometry.

Output
- Total energy: -1370.89008 Eh
- SMILES: CO[P@@](N)(=S)Cl
- Energy relative to the best compared isomer or geometry (same formula, charge and spin): 10.39 kcal/mol
- HOMO level: -9.2 eV

Cartesian coordinates (Å):
C (-1.7110, -0.0364, 0.6310)
N (0.8506, 0.0791, -1.3813)
O (-0.3066, -0.2349, 1.0145)
P (1.0688, 0.1849, 0.2971)
S (1.7301, 1.9197, 0.8219)
Cl (2.0908, -1.6176, 0.6389)
H (-1.8132, 0.3698, -0.2960)
H (-2.0605, 0.4105, 1.5022)
H (-2.1655, -1.0243, 0.6981)
H (1.3991, 0.7144, -1.9566)
H (0.9174, -0.7652, -1.9699)

---

No. 2
ORCA calculation (the ωB97M-V functional and the def2-TZVPD basis) on a structure of composition CH5ClNbO5P at a distorted geometry.

Output
- Total energy: -1275.69766 Eh
- Charge: -2
- Energy relative to the best compared isomer or geometry (same formula, charge and spin): 86.77 kcal/mol
- HOMO level: -0.6 eV

Cartesian coordinates (Å):
O (-1.0265, 3.1010, 2.2159)
C (-0.8932, 2.6513, 0.9393)
O (-1.0667, 3.5494, -0.2482)
Nb (-0.3257, 0.4545, 0.4924)
Cl (0.4874, 0.0491, 2.8123)
P (0.4672, -1.8576, -0.3147)
O (0.3823, -2.9032, 0.8713)
O (-0.5306, -2.2761, -1.7060)
O (2.1058, -1.6671, -0.9629)
H (1.3112, 1.0874, -0.0068)
H (-1.0223, 0.7038, -1.1591)
H (-1.9480, -0.1665, 1.0142)
H (-0.0124, -1.9524, -2.5025)
H (2.0714, -0.7734, -1.4452)

---

No. 3
ORCA calculation (the ωB97M-V functional and the def2-TZVPD basis) on an isolated molecule of CH5ClOSi at a distorted geometry.

Output
- Total energy: -865.76779 Eh
- Spin multiplicity: 3
- Energy relative to the best compared isomer or geometry (same formula, charge and spin): 114.39 kcal/mol
- HOMO level (alpha / beta): -4.5 / -10.9 eV

Cartesian coordinates (Å):
C (-1.1096, -0.5805, -0.6782)
O (0.2570, -0.6153, -0.2343)
Si (1.2349, 0.4801, 0.5163)
Cl (-2.3498, -0.3389, 0.5894)
H (-1.5007, -1.5470, -1.0099)
H (-1.1500, 0.1902, -1.4892)
H (0.6812, 1.5611, 1.3265)
H (1.9619, 1.2687, -0.5554)
H (1.9751, -0.4184, 1.5350)

---

No. 4
ORCA calculation (the ωB97M-V functional and the def2-TZVPD basis) on a structure of composition CH5CuO at a distorted geometry.

Output
- Total energy: -1756.61767 Eh
- Spin multiplicity: 3
- Energy relative to the best compared isomer or geometry (same formula, charge and spin): 0.00 kcal/mol
- HOMO level (alpha / beta): -5.7 / -9.5 eV

Cartesian coordinates (Å):
H (-0.1564, -1.1066, -0.1767)
C (-0.7062, 0.7647, 0.1407)
H (-0.9572, 0.3175, 1.1186)
H (-0.8722, 1.8381, 0.3343)
H (-1.2750, 0.6132, -0.7932)
Cu (1.5784, 0.6692, -0.2638)
O (0.9949, -1.1690, -0.3967)
H (1.3938, -1.9270, 0.0368)

---

No. 5
ORCA calculation (the ωB97M-V functional and the def2-TZVPD basis) on the ion CH5F3OP with charge -1.

Output
- Total energy: -757.26836 Eh
- Charge: -1
- Energy relative to the best compared isomer or geometry (same formula, charge and spin): 0.00 kcal/mol
- HOMO level: -3.9 eV

Cartesian coordinates (Å):
O (1.0874, 1.3866, -0.0181)
P (0.7914, -0.3358, 0.0334)
C (-1.1755, -0.0438, 0.0308)
F (-1.8786, -1.1147, 0.5055)
F (-1.6124, 1.0105, 0.8005)
F (-1.7167, 0.2024, -1.2092)
H (0.3168, 1.8621, -0.3472)
H (0.7467, -0.3631, -1.4213)
H (2.2227, -0.5684, 0.0645)
H (0.6969, -0.2714, 1.4851)
H (0.5213, -1.7643, 0.0759)

---

No. 6
ORCA calculation (the ωB97M-V functional and the def2-TZVPD basis) on a cluster of 2 separate species, CH5FO2SSi in total at a distorted geometry.

Output
- Total energy: -979.19472 Eh
- SMILES: CS[Si](=O)O.F
- Energy relative to the best compared isomer or geometry (same formula, charge and spin): 71.04 kcal/mol
- HOMO level: -10.4 eV

Cartesian coordinates (Å):
C (2.2669, -0.7129, -0.2878)
O (-2.1848, 0.2093, 0.5418)
O (0.2458, 1.4868, 0.3303)
F (-4.9095, 0.1458, 0.0955)
Si (-0.7246, 0.2209, 0.1898)
S (0.5999, -1.4351, -0.0485)
H (2.6786, -0.4250, 0.7826)
H (2.3338, 0.0924, -1.1051)
H (2.9375, -1.6442, -0.4401)
H (-3.9199, -0.0654, 0.1314)
H (0.6764, 2.1274, -0.1900)

---

No. 7
ORCA calculation (the ωB97M-V functional and the def2-TZVPD basis) on a cluster of 2 separate species, CH5FS in total at a distorted geometry.

Output
- Total energy: -539.09807 Eh
- SMILES: CS.F
- Energy relative to the best compared isomer or geometry (same formula, charge and spin): 23.13 kcal/mol
- HOMO level: -8.7 eV

Cartesian coordinates (Å):
C (1.1999, 0.6360, -0.0153)
H (0.6481, 1.3452, -0.8009)
H (0.6639, 1.1240, 0.9303)
H (2.3018, 0.8009, -0.0229)
H (0.2419, -1.7402, -0.3267)
H (-3.6438, -0.6866, 0.2238)
F (-2.7638, -0.4306, -0.0157)
S (1.3520, -1.0487, 0.0274)

---

No. 8
ORCA calculation (the ωB97M-V functional and the def2-TZVPD basis) on a cluster of 2 separate species, CH5IN2 in total at a distorted geometry.

Output
- Total energy: -448.20061 Eh
- SMILES: [H]/N=N\C.I
- Energy relative to the best compared isomer or geometry (same formula, charge and spin): 32.76 kcal/mol
- HOMO level: -8.9 eV

Cartesian coordinates (Å):
C (-0.0966, 1.0149, 1.2065)
N (-0.2757, -0.6932, -0.4161)
N (0.2074, 0.3187, 0.0633)
I (0.7865, -2.0517, -3.4404)
H (-1.1979, 0.7807, 1.5080)
H (0.6445, 0.9944, 2.0022)
H (-0.0809, 2.0331, 1.1013)
H (1.1134, -1.3014, -1.9813)
H (-1.1008, -1.0955, -0.0437)

---

No. 9
ORCA calculation (the ωB97M-V functional and the def2-TZVPD basis) on a cluster of 2 separate species, CH5IN2O in total at a distorted geometry.

Output
- Total energy: -523.41599 Eh
- SMILES: C=[N+]([O-])I.N
- Energy relative to the best compared isomer or geometry (same formula, charge and spin): 12.65 kcal/mol
- HOMO level: -9.2 eV

Cartesian coordinates (Å):
C (1.0235, 1.2368, 0.2813)
N (2.2567, 1.2541, 0.1720)
N (-1.4696, -0.7914, 0.1033)
O (3.0767, 2.3479, 0.3627)
I (3.4427, -0.4899, -0.1152)
H (0.4157, 0.3337, 0.2073)
H (0.5460, 2.1758, 0.5832)
H (-1.1564, -0.7565, -0.9027)
H (-2.1561, -1.5405, 0.1962)
H (-2.0429, 0.0445, 0.2791)

---

No. 10
ORCA calculation (the ωB97M-V functional and the def2-TZVPD basis) on a cluster of 2 separate species, CH5INO in total at a distorted geometry.

Output
- Total energy: -468.50623 Eh
- Charge: +1
- Energy relative to the best compared isomer or geometry (same formula, charge and spin): 2.80 kcal/mol
- HOMO level: -13.7 eV

Cartesian coordinates (Å):
C (1.0114, -0.0425, 0.3374)
N (1.0730, -1.3008, 0.0662)
O (0.7506, 0.8625, -0.5123)
I (-2.4558, 0.8609, -0.8049)
H (0.8487, 0.1760, 1.3890)
H (1.2218, -1.9511, 0.8904)
H (-3.7909, 1.4900, -0.4639)
H (0.9442, -1.7458, -0.8225)
H (0.3970, 1.6508, -0.0795)